(1)
Here is C3H2EuO3 as an isolated structure in a non-equilibrium geometry from the Open Molecules 2025 dataset. Energies are from ωB97M-V/def2-TZVPD.

## Properties
HOMO energy (spin up / spin down): -7.144 / -7.173 eV
max |F|: 0.04702 hartree/bohr
total charge: 0
<S²>: 15.762
calculated total energy: -1051.444997 Ha
LUMO energy (spin up / spin down): -1.4 / -1.3 eV
multiplicity: 8

Each line ends with the Mulliken spin population.
Atoms and positions in Å:
1 O 2.961 0.681 -0.220  -0.001
2 C 2.077 -0.113 -0.095  -0.003
3 O 1.968 -1.340 0.081  -0.009
4 O 0.397 0.429 0.239  -0.006
5 C -0.838 -0.138 -0.084  -0.033
6 C -1.884 0.701 -0.191  -0.008
7 H -2.902 0.316 -0.108  -0.002
8 H -1.757 1.791 -0.237  0.000
9 Eu -0.020 -2.327 0.616  7.063

Atoms 1-6, force components in eV/Å:
-2.3 -0.7 0.0
-0.8 0.6 0.8
0.8 -0.8 -0.5
1.9 0.6 -0.3
0.2 -0.3 0.2
0.0 0.0 0.2

(2)
Here is C2H8NOS as an isolated structure in a non-equilibrium geometry from the Open Molecules 2025 dataset. Energies are from ωB97M-V/def2-TZVPD.

## Properties
HOMO energy (spin up / spin down): -13.411 / -13.411 eV
max |F|: 0.07594 hartree/bohr
total charge: +1
calculated total energy: -608.769994 Ha
LUMO energy (spin up / spin down): -7.3 / -7.3 eV
multiplicity: 1

Each line ends with the Löwdin charge.
Atoms and positions in Å:
1 C 2.392 -1.176 0.446  0.483
2 C -0.742 -0.398 -0.113  -0.792
3 N -0.833 1.584 -0.104  0.039
4 O 0.316 -0.476 -0.727  -0.121
5 S -2.148 -0.582 -1.091  0.883
6 H 2.387 -2.092 -0.037  0.055
7 H 1.934 -1.037 1.357  0.042
8 H 2.846 -0.304 -0.013  0.083
9 H -0.788 -0.579 1.029  0.140
10 H -1.604 2.228 0.172  0.116
11 H -0.651 1.776 -1.104  0.095
12 H -0.017 1.920 0.355  0.068
13 H -3.093 -0.861 -0.172  -0.092

Atoms 1-6, force components in eV/Å:
-1.4 2.6 -2.3
-0.9 0.3 2.8
-0.8 1.8 -0.3
3.7 -1.3 -0.1
-1.5 -1.1 -1.0
0.2 -1.8 -0.8

(3)
Here is C16H17AgBrFNO2 as an isolated structure in a non-equilibrium geometry from the Open Molecules 2025 dataset. Energies are from ωB97M-V/def2-TZVPD.

## Properties
HOMO energy: -11.572 eV
max |F|: 0.04772 hartree/bohr
total charge: +1
calculated total energy: -3645.605583 Ha
LUMO energy: -5.5 eV
multiplicity: 1

Each line ends with the Löwdin charge.
Atoms and positions in Å:
1 C 1.969 2.804 0.807  -0.040
2 C 3.170 1.802 0.537  -0.312
3 F 3.079 0.808 1.555  -0.073
4 C 3.101 1.176 -0.928  -0.064
5 C 2.419 -0.233 -0.927  -0.105
6 C 3.071 -1.344 -0.492  0.067
7 C 2.316 -2.713 -0.473  -0.301
8 O 2.861 -3.752 -0.732  0.127
9 C 0.785 -2.595 -0.131  -0.039
10 C 0.090 -3.606 0.653  -0.112
11 C -1.335 -3.364 0.939  -0.603
12 Br -2.277 -4.725 1.995  0.775
13 C -2.054 -2.178 0.491  -0.032
14 C -1.359 -1.167 -0.305  -0.076
15 C -1.994 0.151 -0.838  -0.136
16 C -3.301 0.624 -0.083  -0.178
17 C -3.117 2.119 0.430  -0.284
18 N -2.695 3.044 -0.640  -0.019
19 C 0.075 -1.396 -0.610  0.020
20 C 0.939 -0.366 -1.426  -0.264
21 O 0.524 0.246 -2.373  0.138
22 H 1.885 2.855 1.929  0.087
23 H 2.227 3.816 0.413  0.090
24 H 0.998 2.407 0.407  0.074
25 H 4.134 2.347 0.719  0.144
26 H 2.467 1.872 -1.541  0.124
27 H 4.144 1.099 -1.320  0.126
28 H 4.114 -1.313 -0.108  0.143
29 H 0.663 -4.497 1.007  0.090
30 H -3.121 -2.056 0.775  0.107
31 H -1.190 0.938 -0.795  0.107
32 H -2.254 -0.012 -1.918  0.139
33 H -4.135 0.683 -0.842  0.118
34 H -3.663 -0.066 0.716  0.092
35 H -2.405 2.072 1.300  0.108
36 H -4.143 2.436 0.780  0.115
37 H -2.733 2.622 -1.567  0.063
38 H -3.299 3.869 -0.630  0.073
39 Ag 0.043 -4.411 3.230  0.713

Atoms 1-6, force components in eV/Å:
0.8 -0.8 0.6
-1.2 0.9 0.1
0.3 0.3 -0.9
-0.4 -0.4 0.6
0.3 -0.1 0.4
-1.4 -0.1 -0.1

(4)
Here is an isolated ion of composition C3H7N5O2S2 and charge +2 in a non-equilibrium geometry from the Open Molecules 2025 dataset. Energies are from ωB97M-V/def2-TZVPD.

## Properties
HOMO energy: -16.639 eV
SMILES: C[S@]1(=O)=C([N+]#N)NC(N)=S(#[NH+])O1
max |F|: 0.09387 hartree/bohr
total charge: +2
calculated total energy: -1338.235819 Ha
LUMO energy: -9.4 eV
multiplicity: 1

Each line ends with the Löwdin charge.
Atoms and positions in Å:
1 C 1.719 -0.490 -0.595  -0.341
2 C -0.490 -0.732 -0.129  -0.466
3 C -2.268 1.555 0.608  -0.005
4 N -2.276 -2.122 0.554  0.371
5 N -1.461 -1.466 0.151  -0.031
6 N 0.608 -1.208 -0.822  0.162
7 N 0.693 -0.187 1.726  -0.220
8 N 2.839 -0.725 -1.156  0.268
9 O -1.070 1.112 -1.889  -0.177
10 O 0.444 1.695 0.003  -0.482
11 S 1.644 0.711 0.903  1.233
12 S -0.914 1.026 -0.503  0.925
13 H -1.892 1.658 1.574  0.069
14 H -2.737 2.381 0.151  0.094
15 H -2.717 0.601 0.889  0.086
16 H 0.500 -2.064 -1.231  0.162
17 H 0.792 -0.267 2.691  0.047
18 H 2.979 -1.272 -2.011  0.193
19 H 3.608 -0.206 -0.917  0.114

Atoms 1-6, force components in eV/Å:
-1.5 -1.3 0.4
-1.1 3.3 -2.1
1.6 -2.5 -0.8
-0.8 -0.6 0.0
-1.6 -1.6 1.2
1.4 4.0 2.3

(5)
Here is C33H29ClN7O4S4Zr as an isolated structure from the Open Molecules 2025 dataset. Energies are from ωB97M-V/def2-TZVPD.

## Properties
HOMO energy: -10.837 eV
max |F|: 0.01713 hartree/bohr
total charge: +1
calculated total energy: -4059.031086 Ha
LUMO energy: -3.6 eV
multiplicity: 1

Each line ends with the Löwdin charge.
Atoms and positions in Å:
1 Zr -0.048 -0.572 0.526  1.428
2 C 0.440 -4.096 4.723  0.015
3 C 0.367 -2.618 4.692  -0.311
4 N 0.587 -1.818 5.680  0.159
5 N 0.387 -0.568 5.177  0.063
6 C 0.058 -0.556 3.886  -0.704
7 S -0.279 0.780 2.916  0.706
8 N 0.041 -1.880 3.564  -0.063
9 N -0.271 -2.356 2.287  0.025
10 H 0.695 -4.405 5.733  0.099
11 H 1.208 -4.469 4.044  0.092
12 H -0.518 -4.542 4.452  0.097
13 H 0.520 0.243 5.761  0.173
14 H -1.262 -2.619 2.264  0.052
15 H 0.307 -3.169 2.084  0.127
16 C 5.234 -0.449 -5.366  -0.041
17 C 4.120 -0.971 -4.506  -0.261
18 C 3.888 -2.342 -4.400  -0.025
19 C 2.872 -2.836 -3.602  -0.072
20 C 2.064 -1.954 -2.891  -0.356
21 C 2.279 -0.587 -2.983  -0.082
22 C 3.301 -0.106 -3.790  -0.026
23 S 0.801 -2.734 -1.871  0.901
24 O 0.013 -3.584 -2.771  -0.456
25 O 1.928 -1.476 0.720  -0.257
26 N -0.083 -1.367 -1.398  -0.422
27 C -0.856 -0.638 -2.344  -0.292
28 C -1.250 -1.075 -3.587  0.025
29 C -2.027 -0.244 -4.421  -0.024
30 C -2.402 1.011 -4.040  -0.006
31 C -1.982 1.511 -2.787  -0.135
32 C -2.276 2.813 -2.337  0.041
33 C -1.784 3.256 -1.137  -0.021
34 C -1.017 2.380 -0.364  -0.112
35 N -0.745 1.141 -0.740  -0.047
36 C -1.206 0.684 -1.949  -0.182
37 H 5.317 -1.018 -6.291  0.085
38 H 6.192 -0.529 -4.847  0.090
39 H 5.081 0.598 -5.621  0.080
40 H 4.507 -3.032 -4.961  0.122
41 H 2.689 -3.902 -3.555  0.114
42 H 1.646 0.107 -2.447  0.090
43 H 3.453 0.963 -3.874  0.117
44 H -0.993 -2.069 -3.917  0.104
45 H -2.336 -0.632 -5.382  0.120
46 H -3.010 1.637 -4.680  0.126
47 H -2.886 3.458 -2.957  0.135
48 H -1.986 4.251 -0.770  0.119
49 H -0.621 2.694 0.595  0.108
50 Cl 4.691 2.490 5.450  0.684
51 C 4.006 1.734 4.049  -0.674
52 C 3.789 0.368 4.042  -0.104
53 C 3.221 -0.225 2.922  -0.065
54 C 2.867 0.533 1.809  -0.289
55 C 2.174 -0.042 0.641  -0.315
56 C 3.120 1.906 1.831  -0.046
57 C 3.684 2.506 2.940  -0.090
58 H 4.070 -0.227 4.901  0.110
59 H 3.056 -1.296 2.928  0.105
60 H 2.647 -2.073 0.470  0.133
61 H 2.638 0.203 -0.313  0.098
62 H 2.865 2.517 0.973  0.121
63 H 3.876 3.570 2.957  0.112
64 O -7.318 -0.035 -0.289  -0.258
65 S -6.056 0.408 -0.784  0.649
66 O -5.912 0.834 -2.142  -0.278
67 N -4.884 -0.754 -0.476  -0.047
68 C -4.004 -0.308 0.338  -0.724
69 S -2.601 -1.287 0.683  0.622
70 C -4.224 1.066 0.879  -0.224
71 C -3.516 1.776 1.830  -0.059
72 C -3.948 3.056 2.159  -0.058
73 C -5.069 3.610 1.551  -0.053
74 C -5.800 2.888 0.613  -0.017
75 C -5.355 1.621 0.306  -0.219
76 H -2.674 1.322 2.326  0.016
77 H -3.417 3.626 2.910  0.110
78 H -5.390 4.606 1.827  0.113
79 H -6.689 3.299 0.154  0.129

Atoms 1-6, force components in eV/Å:
0.0 -0.9 0.2
0.0 0.0 0.0
0.0 -0.1 0.0
0.0 0.0 0.1
0.0 0.0 -0.1
0.0 0.1 0.0